ORCA calculation (ωB97M-V/def2-TZVPD) on 5 unconnected molecules or ions with the total composition C16H20F4O12P.

Geometry as XYZ:
```
53
Properties=species:S:1:pos:R:3:forces:R:3
C -1.13674 -2.20143 -1.35973 -0.2 0.1 -0.1
C -2.10746 -1.50275 -1.47416 0.4 -0.4 -0.2
P -3.50904 -0.63099 -1.88751 0.1 -0.2 0.3
C -4.92344 -1.25166 -0.97697 -0.3 -0.3 -0.3
C -5.39827 -2.55167 -1.65101 0.4 0.1 -0.1
H -0.26958 -2.81864 -1.27966 0.0 0.0 0.2
H -3.76873 -0.84536 -3.23789 0.1 0.2 -0.1
H -3.26264 0.72437 -1.67838 -0.1 0.1 -0.1
H -5.71222 -0.50077 -1.01705 0.0 0.1 0.2
H -4.62060 -1.44645 0.04935 0.0 0.2 0.1
H -5.71333 -2.36168 -2.67573 -0.2 0.0 0.0
H -4.58388 -3.27414 -1.70500 0.0 -0.1 0.1
H -6.21605 -2.98599 -1.08652 -0.1 0.0 0.0
C -2.80403 2.84338 -5.51376 0.0 0.1 0.0
C -2.08253 3.40613 -4.30434 0.0 0.0 0.0
O -1.70799 2.22383 -3.60549 0.2 0.1 -0.1
C -1.59282 1.21627 -4.51904 -0.2 0.0 0.0
O -1.09388 0.16559 -4.28279 -0.2 -0.1 0.1
O -2.15399 1.57683 -5.68567 0.1 0.0 0.0
F -2.89201 4.14225 -3.51449 -0.1 -0.1 0.1
H -3.85898 2.67951 -5.28928 0.0 0.1 0.0
H -2.70819 3.44691 -6.41021 0.1 -0.1 -0.1
H -1.18410 3.98059 -4.53032 0.0 0.1 0.0
C 2.88092 -4.28964 -0.91220 0.0 0.1 -0.1
C 2.02735 -4.45957 0.32980 0.2 -0.1 0.0
O 2.87179 -5.21271 1.16978 -0.1 0.2 0.2
C 4.16519 -4.94053 0.82772 0.0 0.0 -0.1
O 5.11106 -5.21196 1.47794 0.0 -0.1 0.0
O 4.19775 -4.29990 -0.37058 0.0 0.0 0.0
F 0.89122 -5.16789 0.07295 -0.1 -0.1 -0.1
H 2.75549 -5.13819 -1.58761 -0.1 0.0 0.0
H 2.70187 -3.35896 -1.44532 0.1 0.1 0.1
H 1.75068 -3.52783 0.81717 0.0 -0.1 0.0
C -0.50037 1.41768 1.29086 0.0 0.0 0.0
C 0.83421 1.59697 1.99204 -0.1 0.1 0.1
O 1.28059 0.24912 2.11865 0.2 0.1 -0.2
C 0.73853 -0.46191 1.11998 0.0 -0.1 0.0
O 1.09081 -1.54507 0.76982 -0.1 0.1 0.0
O -0.27456 0.21669 0.53537 -0.1 0.2 0.0
F 0.68640 2.13601 3.21621 -0.1 -0.1 0.0
H -1.29762 1.24754 2.01577 0.1 0.0 0.1
H -0.76587 2.23899 0.63171 0.1 -0.1 -0.1
H 1.57854 2.16710 1.43757 0.1 0.0 0.1
C 3.75697 2.67487 5.98066 0.0 0.0 0.1
C 4.44274 3.98926 5.66140 0.0 -0.1 0.0
O 4.75949 3.83330 4.28771 -0.2 0.2 -0.1
C 3.86625 2.97000 3.74687 0.1 -0.1 0.0
O 3.70490 2.80486 2.58155 -0.1 0.0 0.0
O 3.18101 2.32934 4.71564 0.0 0.0 0.1
F 5.57826 4.16622 6.36605 0.1 -0.1 0.0
H 4.48701 1.91722 6.26714 0.1 0.1 0.0
H 2.98565 2.75153 6.74052 -0.1 0.0 -0.1
H 3.81424 4.87333 5.78047 0.1 0.0 0.1
```
Positions in Å, forces in eV/Å.

* total charge: +1
* E_HOMO: -12.81 eV
* calculated total energy: -2265.1038 Eh
* Kohn-Sham gap: 9.425 eV
* F_max: 0.57 eV/A

Mulliken population analysis, charges in e, atoms 1 to 8: C 0.883; C -1.143; P 0.063; C -0.319; C -1.256; H 0.564; H 0.140; H 0.144